No. 1
8
Properties=species:S:1:pos:R:3:forces:R:3 method="wB97M-V/def2-TZVPD" smiles="[H]/N=P/N=P1=PN1"
H 1.454 -1.479 -1.385 0.04 1.35 -0.03
N 1.049 -0.547 -1.163 -0.71 -2.38 0.09
P 1.811 0.670 -0.522 -1.32 0.59 0.86
N 0.551 1.567 0.076 1.33 0.26 -1.24
P -0.999 1.292 -0.233 -0.09 0.37 2.04
P -1.251 -0.859 -0.178 1.06 -1.15 -1.07
N -1.319 -0.112 1.212 -0.35 -0.18 1.15
H -1.295 -0.532 2.192 0.04 1.14 -1.80

=====

No. 2
112
Properties=species:S:1:pos:R:3:forces:R:3 method="wB97M-V/def2-TZVPD" smiles=C#C[C@](C#N)(CCOCC)[C@](C#N)(Cc1ccccc1)P(C)C.c1ccncc1.c1ccncc1.c1ccncc1.c1ccncc1.c1ccncc1.c1ccncc1
C -2.756 -0.168 2.125 -0.24 -0.69 -0.06
C -2.402 -0.479 1.025 0.26 0.47 0.19
C -1.916 -0.852 -0.310 0.38 -0.10 0.38
C -3.116 -1.305 -1.022 0.37 0.21 -0.07
N -4.047 -1.600 -1.612 -0.34 -0.43 -0.39
C -0.945 -2.042 -0.113 -0.12 -0.59 -0.38
C -0.790 -3.019 -1.293 0.17 -0.40 0.00
O 0.556 -3.267 -1.637 -0.22 0.09 0.20
C 1.285 -3.945 -0.605 0.84 0.44 -0.41
C 2.423 -3.054 -0.090 -0.31 -0.04 0.15
C -1.313 0.372 -1.077 -0.65 1.09 0.21
C -2.209 1.503 -0.828 0.21 -0.60 0.09
N -2.906 2.386 -0.618 -0.44 0.72 0.05
C -1.303 0.175 -2.632 0.35 -0.14 -0.45
C -0.047 0.561 -3.371 0.18 -0.34 0.07
C 0.032 1.780 -4.014 0.07 -0.13 0.00
C 1.187 2.119 -4.692 0.53 0.39 -0.41
C 2.279 1.260 -4.749 -0.18 -0.35 0.23
C 2.199 0.017 -4.125 -0.54 0.22 0.18
C 1.036 -0.319 -3.448 -0.18 -0.03 0.14
P 0.405 0.863 -0.479 1.99 -1.35 -0.09
C 0.585 0.722 1.342 -0.85 0.60 0.37
C 0.650 2.635 -0.848 -0.26 0.07 -0.54
H -3.140 -0.159 3.114 0.00 0.50 0.15
H 0.044 -1.715 0.191 0.03 0.36 -0.06
H -1.343 -2.617 0.713 -0.02 -0.01 0.22
H -1.292 -2.702 -2.202 0.01 0.15 -0.04
H -1.247 -3.970 -1.007 -0.19 -0.04 -0.01
H 0.631 -4.249 0.209 -0.14 -0.19 0.00
H 1.740 -4.813 -1.076 -0.23 -0.32 0.02
H 2.587 -2.250 -0.802 0.01 0.17 -0.07
H 3.358 -3.600 0.006 0.02 -0.12 0.11
H 2.176 -2.624 0.880 0.11 0.14 0.05
H -2.113 0.758 -3.059 -0.24 0.02 0.09
H -1.520 -0.856 -2.893 -0.05 -0.15 0.21
H -0.813 2.453 -3.983 -0.05 0.17 -0.03
H 1.241 3.080 -5.186 0.04 0.06 -0.03
H 3.193 1.517 -5.265 -0.04 0.24 -0.11
H 3.015 -0.688 -4.136 0.16 0.01 -0.11
H 0.949 -1.269 -2.934 0.14 -0.08 -0.03
H 1.377 1.399 1.655 0.26 0.08 -0.31
H 0.903 -0.270 1.640 -0.02 -0.25 -0.09
H -0.286 1.015 1.923 -0.14 -0.06 0.08
H -0.234 3.107 -1.273 -0.09 0.20 0.23
H 1.419 2.675 -1.616 0.06 0.03 -0.12
H 1.032 3.197 -0.003 -0.23 0.00 0.32
C -1.938 -3.812 5.064 -0.03 -0.04 0.01
C -1.768 -2.864 4.068 0.08 -0.10 0.15
C -0.519 -2.746 3.480 0.10 0.02 -0.05
N 0.532 -3.493 3.812 -0.06 -0.01 0.02
C 0.351 -4.400 4.769 0.07 0.00 -0.04
C -0.856 -4.599 5.423 -0.02 0.03 -0.03
H -2.898 -3.938 5.549 0.00 0.00 0.00
H -2.582 -2.230 3.754 -0.04 0.00 -0.03
H -0.348 -2.013 2.701 -0.04 0.08 0.01
H 1.222 -4.995 5.022 -0.03 -0.03 0.03
H -0.944 -5.353 6.193 0.02 -0.01 0.00
C -8.267 -1.027 -1.129 -0.01 0.01 0.01
C -6.936 -0.656 -1.015 -0.21 -0.03 0.03
C -6.648 0.564 -0.418 0.04 0.08 0.05
N -7.577 1.399 0.048 -0.01 -0.08 -0.02
C -8.849 1.024 -0.074 0.02 0.08 0.04
C -9.247 -0.173 -0.650 0.02 -0.03 -0.01
H -8.537 -1.971 -1.588 0.00 0.00 0.00
H -6.141 -1.291 -1.376 -0.12 0.10 0.02
H -5.620 0.898 -0.305 0.01 -0.04 -0.04
H -9.583 1.724 0.312 -0.03 -0.03 -0.01
H -10.296 -0.425 -0.720 -0.01 0.02 0.01
C 6.327 -0.968 3.419 0.01 0.01 0.02
C 6.377 -1.206 2.054 -0.03 0.05 0.07
C 5.371 -0.675 1.261 -0.03 0.00 -0.18
N 4.355 0.040 1.735 -0.08 0.04 0.06
C 4.318 0.255 3.048 -0.13 0.06 -0.03
C 5.278 -0.219 3.930 0.06 -0.08 -0.06
H 7.094 -1.359 4.074 0.00 0.00 0.00
H 7.177 -1.783 1.612 0.00 0.00 -0.02
H 5.369 -0.822 0.186 0.07 -0.07 0.02
H 3.478 0.841 3.403 0.06 0.04 0.06
H 5.202 -0.009 4.987 -0.02 0.01 0.00
C 1.851 7.801 -4.248 -0.02 0.03 -0.03
C 2.934 7.012 -4.603 -0.03 0.00 0.02
C 3.155 5.837 -3.900 0.03 -0.10 0.07
N 2.387 5.421 -2.892 0.02 0.18 -0.15
C 1.351 6.195 -2.571 -0.10 -0.25 0.28
C 1.035 7.384 -3.209 0.12 -0.01 -0.12
H 1.645 8.724 -4.775 0.00 0.00 0.00
H 3.595 7.299 -5.409 0.01 -0.02 0.00
H 3.990 5.191 -4.151 0.01 0.03 -0.04
H 0.741 5.830 -1.751 -0.03 0.06 -0.02
H 0.175 7.961 -2.901 0.00 -0.01 0.03
C -4.640 -6.029 0.073 -0.03 -0.02 -0.02
C -3.681 -7.024 0.179 -0.01 0.04 0.01
C -2.495 -6.729 0.834 0.08 -0.01 0.03
N -2.223 -5.540 1.369 -0.02 0.03 -0.05
C -3.158 -4.598 1.259 0.07 0.02 0.01
C -4.376 -4.786 0.625 -0.01 -0.01 -0.01
H -5.578 -6.218 -0.433 0.00 0.00 0.00
H -3.846 -8.007 -0.239 0.02 -0.01 0.01
H -1.718 -7.479 0.940 -0.03 -0.03 -0.03
H -2.903 -3.641 1.701 -0.13 0.03 0.03
H -5.093 -3.979 0.563 0.03 0.02 -0.01
C 5.344 5.791 1.125 0.01 0.02 -0.01
C 5.450 5.739 2.506 -0.01 -0.01 -0.03
C 4.860 4.674 3.172 -0.03 -0.05 0.02
N 4.193 3.699 2.557 0.00 0.04 -0.02
C 4.102 3.765 1.230 -0.10 -0.13 0.04
C 4.656 4.784 0.469 0.03 0.04 0.00
H 5.790 6.606 0.569 0.00 0.00 0.00
H 5.977 6.505 3.058 0.00 -0.01 0.02
H 4.921 4.594 4.252 0.02 0.05 0.00
H 3.555 2.955 0.757 0.06 -0.01 -0.04
H 4.547 4.784 -0.607 -0.05 -0.01 0.00

=====

No. 3
61
Properties=species:S:1:pos:R:3:forces:R:3 method="wB97M-V/def2-TZVPD"
C 2.615 1.081 3.002 -0.05 -0.02 0.14
O 3.352 1.415 1.849 0.15 0.12 -0.16
C 3.031 0.789 0.681 -0.15 -0.18 -0.19
C 3.862 1.037 -0.407 -0.12 -0.04 0.17
C 3.629 0.431 -1.626 -0.04 -0.04 -0.05
C 2.558 -0.440 -1.794 -0.22 -0.32 0.25
O 2.278 -1.126 -2.935 -0.02 0.02 0.46
C 2.834 -0.655 -4.143 0.12 0.10 -0.24
C 1.688 -0.636 -0.711 0.99 0.17 -0.20
N 0.542 -1.441 -0.901 -0.21 -0.58 0.73
C -0.351 -1.133 -1.932 -0.47 0.46 -0.43
N -1.235 -2.103 -2.246 -0.04 -0.38 -0.09
N -0.381 -0.027 -2.564 -0.24 -0.59 -0.46
C 0.186 1.145 -2.182 -0.11 0.67 0.29
N 0.893 1.805 -3.097 -0.04 -0.21 -0.34
C 1.383 2.987 -2.755 -0.01 0.21 0.29
C 2.214 3.696 -3.778 -0.05 0.00 0.04
C 1.153 3.532 -1.497 -0.10 -0.17 -0.09
C 0.380 2.786 -0.615 0.22 0.24 -0.15
C 0.071 3.284 0.762 0.03 0.01 -0.06
N -0.099 1.601 -0.955 -0.22 -0.04 -0.04
S 0.145 -2.580 0.271 -0.36 -0.32 0.47
O -0.301 -3.789 -0.372 -0.02 0.16 0.02
O 1.243 -2.706 1.178 0.01 0.26 -0.16
C -1.251 -1.855 1.131 0.50 -0.12 -0.43
C -1.972 -2.699 1.957 -0.06 -0.13 0.04
C -3.030 -2.200 2.688 0.12 0.07 -0.08
C -3.369 -0.847 2.599 0.36 0.02 -0.27
N -4.442 -0.396 3.364 -0.12 -0.40 0.15
C -4.907 0.885 3.528 -0.33 -0.17 0.31
C -6.103 0.939 4.454 0.02 0.25 -0.06
O -4.425 1.858 3.003 0.11 0.25 -0.14
C -2.638 -0.012 1.755 -0.07 0.12 0.04
C -1.578 -0.516 1.020 0.05 -0.14 0.01
C 1.929 -0.039 0.514 0.37 0.28 0.10
H 3.108 1.599 3.824 -0.09 -0.06 -0.02
H 2.630 0.003 3.187 -0.01 0.01 0.00
H 1.577 1.421 2.930 0.00 -0.02 0.00
H 4.698 1.706 -0.279 0.12 0.07 0.02
H 4.296 0.633 -2.448 0.05 0.00 -0.11
H 2.368 -1.250 -4.927 0.07 0.06 -0.01
H 2.588 0.400 -4.290 0.02 -0.07 -0.01
H 3.918 -0.803 -4.174 -0.04 -0.03 0.01
H -1.046 -3.045 -1.930 -0.12 0.05 -0.23
H -1.772 -1.950 -3.081 -0.02 0.09 0.07
H 3.264 3.650 -3.490 0.11 0.03 -0.02
H 2.091 3.219 -4.746 0.01 0.00 -0.05
H 1.925 4.743 -3.844 0.05 0.09 -0.03
H 1.555 4.492 -1.217 0.03 0.13 0.03
H -0.571 2.577 1.280 -0.03 -0.03 0.06
H 0.998 3.413 1.319 0.06 0.03 0.11
H -0.428 4.250 0.708 -0.03 0.07 0.07
H -1.692 -3.739 2.011 -0.08 -0.18 0.09
H -3.597 -2.856 3.334 -0.04 -0.08 0.07
H -4.918 -1.119 3.887 0.03 0.21 -0.07
H -6.914 0.331 4.058 -0.08 -0.07 0.01
H -5.833 0.567 5.440 -0.01 -0.06 0.09
H -6.438 1.968 4.542 0.02 -0.01 -0.02
H -2.906 1.028 1.676 0.01 0.01 -0.02
H -1.031 0.145 0.360 0.01 0.10 -0.03
H 1.239 -0.227 1.318 -0.03 0.09 0.13

=====

No. 4
11
Properties=species:S:1:pos:R:3:forces:R:3 method="wB97M-V/def2-TZVPD" smiles="Cn1cnc(=O)o1"
C -1.515 -0.500 -0.016 0.52 3.65 7.56
N -0.112 -0.155 -0.104 -2.86 3.07 0.44
C 0.348 1.152 -0.021 -1.09 -1.27 0.20
N 1.627 1.126 -0.193 -0.21 3.58 0.31
C 2.003 -0.141 -0.146 -1.04 -0.67 0.03
O 2.981 -0.663 0.163 5.17 -1.40 0.58
O 0.947 -1.007 -0.290 -2.98 0.03 -0.27
H -1.801 -1.198 -0.561 -1.95 -6.00 -5.92
H -1.901 -1.040 1.027 1.53 1.69 -1.78
H -2.230 0.348 -0.139 1.24 -0.27 -0.06
H -0.346 2.078 0.280 1.66 -2.41 -1.08

=====

no.,HOMO (Ha),gap between HOMO and LUMO (hartree),DFT total energy (eV)
1,-0.3177,0.3043,-32367.492
2,-0.2855,0.3126,-74925.124
3,-0.2867,0.3039,-54286.674
4,-0.3423,0.3591,-10247.481